A structure of composition C41H86BF2I2N6O10Si at a distorted geometry, computed with ωB97M-V/def2-TZVPD.

CARTESIAN COORDINATES (ANGSTROEM)
H 8.531 1.566 -0.971
C 4.897 -1.754 1.997
H 4.275 -2.991 0.251
H 7.226 -0.886 -3.641
H 9.139 0.698 -2.376
H 2.217 6.137 -0.521
H 0.294 -4.315 5.052
H 6.371 4.687 0.279
C 5.665 5.500 -0.007
C 0.146 4.275 -4.050
H 7.118 2.693 -3.886
H 8.847 0.345 -6.178
H 4.515 -0.867 2.568
C -2.124 0.728 1.866
H -5.208 1.580 -1.633
H 5.321 1.831 0.630
C 0.973 6.199 -6.448
O 1.830 -1.008 1.385
C -6.604 -3.338 1.902
H -3.007 -8.837 1.773
H -6.688 1.950 -0.649
H 8.991 1.852 -5.274
C -3.694 0.573 1.692
C 7.180 0.725 -4.858
H 5.670 1.718 -3.700
H -0.623 6.034 -7.895
H 0.107 3.092 2.745
O 1.179 5.237 -4.159
H 1.638 6.412 -7.292
H -8.798 -4.578 2.157
H 2.015 3.790 2.274
H -5.194 -2.827 3.427
C -6.338 -4.443 4.200
H 2.739 5.808 -5.294
H -4.559 -9.668 -1.628
H -2.596 -1.947 5.847
H -6.601 -5.477 3.975
C -0.174 2.200 2.123
H -2.576 3.333 -0.851
H 3.743 3.920 2.730
H -4.025 -0.385 2.195
H -2.746 -2.812 4.300
H 0.330 3.397 -4.674
O -2.020 2.731 -0.325
H -5.001 -5.369 2.020
H -6.648 0.520 -1.744
Si 3.504 3.492 0.312
H 5.836 -0.741 -4.420
C 8.480 1.509 -2.060
C 3.778 -2.394 1.055
H -1.735 0.492 0.830
C 4.809 2.241 -0.291
O -2.743 4.292 1.368
H -5.680 -10.851 -0.877
C -2.235 -0.591 4.191
H 4.256 1.428 -0.838
H 5.206 -2.508 2.776
H -6.477 -9.855 0.947
H 3.139 -3.027 1.732
C -6.276 -8.851 0.553
H 9.295 0.298 -4.484
I -1.518 -2.216 1.625
C -5.606 -9.934 -1.467
H 0.117 2.493 1.067
H -5.964 0.466 1.137
H -4.068 -10.200 1.411
H 2.140 3.928 -1.771
H -6.070 -2.647 1.242
H 7.244 7.021 -0.319
C 5.225 7.901 -0.772
H 5.602 8.913 -1.063
H -5.641 -0.853 -0.093
N 0.567 7.477 -5.852
C 2.899 -1.208 0.454
H -0.741 -4.080 3.819
H 1.401 7.983 -5.563
C 0.594 0.877 2.457
C 3.315 6.321 -0.467
H -5.200 -8.060 2.224
H 1.970 4.335 -5.859
H -6.052 -10.116 -2.446
F 2.196 0.032 3.992
H -7.473 -2.790 2.289
H -4.626 -7.132 -0.477
H 1.740 2.293 -1.146
N 6.841 -0.670 -4.560
C 1.822 1.257 3.417
C -1.471 -0.351 2.823
H -3.428 4.528 0.716
H -5.679 -4.466 5.071
H 0.280 -0.077 0.415
C 1.945 3.345 -0.823
C 8.662 0.812 -5.209
C -3.794 -9.188 1.102
C -0.260 5.501 -7.013
O -0.109 -0.144 3.163
C -6.031 1.114 -1.020
B -2.164 3.056 1.013
O 7.137 1.221 -2.417
C 1.115 0.210 1.109
H -7.250 -3.913 4.488
H -0.818 4.725 -4.300
C -8.089 -5.185 1.588
O -7.019 -4.410 1.069
H 3.502 1.124 1.912
H -7.704 -5.999 2.206
C -4.996 -8.250 1.164
H 3.594 -0.335 0.347
H -4.046 -4.102 1.823
H 3.081 8.465 -1.134
H 5.794 -1.475 1.373
N -0.045 -3.601 4.403
H -5.412 -6.323 0.656
H 1.075 3.858 -0.330
H -3.357 -9.242 0.104
H 2.491 -1.581 -0.525
O -6.303 -8.855 -0.866
H 0.099 7.266 -4.973
C -5.458 0.230 0.157
C -5.643 -3.748 3.032
C 6.142 6.848 -0.358
H 5.563 2.745 -0.944
H -4.278 1.398 2.180
H 3.900 1.811 3.498
C 4.214 5.233 -0.071
N -4.566 -4.609 2.537
H 0.098 3.955 -3.007
H -1.087 5.470 -6.301
H -8.617 -5.634 0.745
O -0.014 -1.960 5.986
H -0.029 4.477 -7.316
C 3.091 1.799 2.711
H 8.821 2.461 -2.474
C -2.126 -2.027 4.823
H -1.750 0.108 4.933
H -3.318 -0.316 4.176
C 3.784 7.660 -0.814
I -2.386 2.959 3.932
C -0.650 -2.508 5.113
H 1.814 0.874 0.537
N -4.640 -6.976 0.529
O -4.032 0.405 0.307
H 6.620 1.031 -5.748
F 1.414 2.037 4.497
C 3.006 3.286 2.154
C 6.764 1.669 -3.713
N -1.685 2.130 2.149
C 1.766 5.333 -5.452
H -7.120 -8.224 0.858

Summary:
- orbital gap (Eh) = 0.224
- charge = +1

These are the Mulliken partial charges, in e, on atoms 1 to 2: 0.256, -0.764